Computed, not measured: 2 unconnected molecules or ions with the total composition C3H5IN4O2 in a non-equilibrium geometry, with the ωB97M-V functional and the def2-TZVPD basis.

Structure (ORCA input):
```
! wB97M-V def2-TZVPD RIJCOSX def2/J DEFGRID3
* xyz 0 1
C -0.459 1.796 -1.496
C -0.548 1.029 0.537
C 0.242 -1.209 -0.065
N 0.136 0.636 -1.466
N -0.886 2.111 -0.250
N 0.096 0.187 -0.240
N -1.351 3.421 0.254
O -1.669 4.153 -0.632
O -1.235 3.495 1.443
I -3.360 -0.919 -0.183
H -0.492 2.441 -2.253
H -0.700 1.112 1.628
H -0.669 -1.670 -0.569
H 1.109 -1.591 -0.582
H 0.235 -1.444 1.000
*
```

Calculated values
highest occupied orbital energy = -7.3 eV
LUMO energy = -2.04 eV
orbital gap = 5.27 eV
largest force on an atom = 3.83 eV/A